1.
{
  "formula": "C56H64N4O2PSe2Ti",
  "method": "wB97M-V/def2-TZVPD",
  "species": ["Ti", "C", "C", "C", "C", "C", "C", "C", "N", "C", "C", "C", "C", "C", "C", "O", "C", "C", "C", "C", "C", "C", "C", "C", "C", "O", "C", "C", "C", "C", "C", "C", "H", "H", "H", "H", "H", "H", "H", "H", "H", "H", "H", "H", "H", "H", "H", "H", "H", "H", "H", "H", "H", "H", "H", "H", "H", "H", "H", "H", "H", "H", "H", "H", "H", "H", "H", "H", "H", "H", "H", "H", "N", "C", "C", "C", "C", "C", "C", "P", "C", "C", "C", "C", "C", "C", "C", "C", "C", "C", "C", "C", "H", "H", "H", "H", "H", "H", "H", "H", "H", "H", "H", "H", "H", "H", "H", "H", "Se", "Se", "C", "C", "C", "C", "C", "N", "C", "C", "C", "C", "C", "N", "H", "H", "H", "H", "H", "H", "H", "H"],
  "xyz": [[-0.3259, 1.5134, -0.4996], [-4.4275, -4.3643, 2.2563], [-2.9748, -4.0435, 1.9078], [-2.1161, -4.2690, 3.1608], [-2.5222, -5.0104, 0.8048], [-2.7941, -2.6003, 1.4376], [-1.5188, -2.1660, 1.0658], [-1.3369, -0.8594, 0.6750], [-0.1236, -0.2227, 0.3285], [0.9690, -0.2521, 1.2225], [1.6239, -1.3608, 1.7293], [2.6710, -1.1926, 2.6335], [3.0383, 0.1032, 2.9906], [2.4165, 1.2512, 2.4932], [1.3785, 1.0410, 1.5870], [0.6763, 2.0333, 0.9771], [2.7910, 2.6564, 2.9699], [1.5712, 3.2923, 3.6541], [3.2351, 3.5352, 1.7930], [3.9346, 2.6263, 3.9860], [3.3568, -2.4306, 3.2140], [3.9906, -3.2441, 2.0779], [2.3138, -3.2959, 3.9360], [4.4556, -2.0705, 4.2136], [-2.4197, 0.0367, 0.6052], [-2.0577, 1.2758, 0.1833], [-3.6946, -0.3448, 1.0030], [-3.8358, -1.6854, 1.3976], [-4.9351, 0.5565, 1.0460], [-4.6877, 2.0007, 0.6007], [-6.0289, -0.0273, 0.1398], [-5.4535, 0.6067, 2.4923], [-4.5022, -5.4044, 2.5759], [-4.7953, -3.7413, 3.0737], [-5.0870, -4.2322, 1.3960], [-2.2182, -5.2990, 3.5083], [-1.0593, -4.0851, 2.9617], [-2.4252, -3.6017, 3.9674], [-2.6328, -6.0427, 1.1425], [-3.1256, -4.8783, -0.0946], [-1.4763, -4.8577, 0.5325], [-0.6841, -2.8512, 1.0767], [1.3186, -2.3519, 1.4237], [3.8363, 0.2285, 3.7042], [0.7388, 3.3916, 2.9600], [1.2459, 2.6860, 4.5014], [1.8297, 4.2865, 4.0252], [2.4525, 3.6265, 1.0400], [3.4790, 4.5357, 2.1571], [4.1297, 3.1227, 1.3227], [3.6688, 2.0620, 4.8813], [4.8435, 2.1964, 3.5610], [4.1635, 3.6473, 4.2950], [3.2464, -3.5584, 1.3436], [4.7537, -2.6536, 1.5652], [4.4659, -4.1427, 2.4760], [1.5293, -3.6345, 3.2573], [2.7892, -4.1808, 4.3634], [1.8396, -2.7366, 4.7441], [5.2461, -1.4766, 3.7508], [4.0594, -1.5163, 5.0662], [4.9101, -2.9854, 4.5961], [-4.8200, -2.0153, 1.6967], [-4.3509, 2.0622, -0.4360], [-5.6263, 2.5537, 0.6797], [-3.9453, 2.4946, 1.2259], [-5.7118, -0.0287, -0.9061], [-6.2895, -1.0492, 0.4146], [-6.9334, 0.5801, 0.2112], [-4.6937, 1.0186, 3.1589], [-6.3417, 1.2392, 2.5501], [-5.7221, -0.3826, 2.8616], [-1.9972, 0.6568, -2.3990], [-1.9427, -0.7729, -2.4780], [-3.0504, -1.5761, -2.2529], [-2.9121, -2.9530, -2.2977], [-1.6796, -3.5285, -2.5804], [-0.5754, -2.7238, -2.8102], [-0.7010, -1.3388, -2.7533], [0.6551, -0.1547, -2.7898], [2.1669, -1.1588, -2.9141], [2.8452, -1.3567, -4.1139], [4.0015, -2.1239, -4.1445], [4.4869, -2.7021, -2.9810], [3.8104, -2.5174, -1.7821], [2.6587, -1.7475, -1.7487], [0.5390, 0.6643, -4.4120], [1.4814, 1.6477, -4.7241], [1.3691, 2.3838, -5.8922], [0.3119, 2.1497, -6.7641], [-0.6150, 1.1608, -6.4736], [-0.4972, 0.4147, -5.3071], [-2.8635, 0.9749, -1.9774], [-1.8992, 1.0743, -3.3206], [-4.0091, -1.1277, -2.0234], [-3.7745, -3.5796, -2.1120], [-1.5792, -4.6052, -2.6143], [0.3901, -3.1682, -3.0174], [2.4738, -0.9150, -5.0301], [4.5204, -2.2723, -5.0824], [5.3891, -3.2989, -3.0076], [4.1793, -2.9706, -0.8722], [2.1351, -1.6125, -0.8088], [2.3154, 1.8282, -4.0553], [2.1065, 3.1418, -6.1233], [0.2214, 2.7283, -7.6736], [-1.4267, 0.9582, -7.1600], [-1.2101, -0.3768, -5.1027], [-0.8867, 3.7269, -3.0966], [1.0640, 4.9254, -2.8054], [2.2573, 3.5810, -2.1305], [3.5996, 3.8453, -2.3974], [4.5517, 2.9218, -2.0170], [4.1275, 1.7550, -1.3976], [2.7806, 1.5929, -1.1615], [1.8366, 2.4873, -1.5062], [-1.6443, 4.2680, -1.4148], [-2.5372, 5.3211, -1.3296], [-2.9367, 5.7399, -0.0685], [-2.4214, 5.1011, 1.0484], [-1.5619, 4.0333, 0.8683], [-1.1881, 3.6170, -0.3447], [3.8785, 4.7483, -2.9241], [5.5989, 3.0961, -2.2253], [4.8171, 0.9790, -1.0970], [2.4381, 0.6920, -0.6734], [-2.8868, 5.8104, -2.2271], [-3.6296, 6.5638, 0.0384], [-2.6926, 5.4092, 2.0477], [-1.1632, 3.4681, 1.6998]],
  "total_charge": 1,
  "total_energy_ev": -232263.604,
  "homo_ev": -9.8,
  "gap_ev": 6.8,
  "lumo_ha": -0.1102
}

***

2.
{
  "formula": "C2H3NO2S",
  "method": "wB97M-V/def2-TZVPD",
  "species": ["C", "C", "H", "H", "H", "N", "O", "O", "S"],
  "xyz": [[-0.1536, -0.5923, -1.6541], [0.3681, 0.2301, 1.7087], [0.4798, -1.7759, -1.3671], [-0.7829, 1.3046, -0.1994], [0.3429, -0.3734, 2.5797], [-0.3640, 0.2403, -0.5509], [0.0194, -0.5263, 0.6484], [0.4544, 1.4300, 1.9443], [-0.3642, 0.0630, -3.1095]],
  "total_energy_ev": -18538.606,
  "homo_ev": -9.0,
  "gap_ev": 9.2,
  "lumo_ha": 0.0061
}

***

3.
{
  "formula": "C7H17N",
  "method": "wB97M-V/def2-TZVPD",
  "species": ["C", "C", "C", "N", "C", "C", "C", "C", "H", "H", "H", "H", "H", "H", "H", "H", "H", "H", "H", "H", "H", "H", "H", "H", "H"],
  "xyz": [[-0.3163, -0.0348, 2.0322], [-1.3732, 0.0737, 0.8226], [-2.0922, -1.2210, 0.4941], [-1.0859, 0.9856, -0.3328], [-0.0571, 0.1454, -0.6153], [1.3018, 0.5585, -0.7539], [2.1471, -0.6801, -0.8596], [1.7939, 1.6671, 0.2658], [-0.8997, -0.4848, 2.9283], [0.4248, -0.8193, 1.7182], [0.0078, 0.9936, 2.3454], [-2.1712, 0.6095, 1.3889], [-2.8573, -1.0478, -0.2946], [-2.6615, -1.7071, 1.3440], [-1.4486, -2.1054, 0.2464], [-0.2396, -0.9071, -1.0750], [-2.0310, -0.3464, -3.2781], [-2.6304, 0.1927, -3.4169], [1.3539, 1.1431, -1.7929], [1.9342, -1.0676, 0.1111], [3.1370, -0.2023, -0.9252], [1.8700, -1.2791, -1.7345], [0.8352, 1.9236, 0.8272], [2.4348, 2.3986, -0.2900], [2.6234, 1.2112, 0.8447]],
  "total_energy_ev": -9019.079,
  "homo_ev": -8.1,
  "gap_ev": 8.3,
  "lumo_ha": 0.0095
}

***

4.
{
  "formula": "C4H10NO2Si",
  "method": "wB97M-V/def2-TZVPD",
  "species": ["C", "C", "C", "C", "N", "O", "O", "Si", "H", "H", "H", "H", "H", "H", "H", "H", "H", "H"],
  "xyz": [[-2.1475, 1.5112, 1.3188], [-0.2309, -0.5914, 1.7648], [-0.8677, 0.2501, -1.2878], [1.9332, -0.4113, -0.3478], [-2.8813, 1.1000, 2.1072], [-3.7897, 0.7115, 2.7647], [0.4983, 2.0482, 0.6830], [0.2485, 0.5641, 0.2198], [-1.1417, 1.8442, 1.0756], [-0.7824, -0.0018, 2.5313], [-0.8000, -1.5250, 1.6312], [0.7652, -0.7669, 2.3319], [-1.9419, 0.4392, -1.2494], [-0.5408, 1.0368, -1.9982], [-0.6062, -0.6679, -1.8556], [1.9988, -1.4418, -0.1905], [2.3212, -0.2914, -1.3650], [2.8358, 0.1723, 0.1293]],
  "total_charge": -1,
  "total_energy_ev": -17771.941,
  "homo_ev": -4.9,
  "gap_ev": 8.9,
  "lumo_ha": 0.1468
}